This record from OMol25 describes C29H45BN7OPdS3 as an isolated structure in a non-equilibrium geometry. The level of theory is ωB97M-V/def2-TZVPD.

* Kohn-Sham gap: 5.594 eV
* net charge: -1
* strongest force on any atom: 1.85 eV Å⁻¹

Atoms and positions in Å:
Pd  -0.47  1.23  0.48
C  1.00  4.34  1.24
C  1.76  3.97  -0.05
C  1.20  4.82  -1.19
C  3.26  4.27  0.09
N  1.56  2.54  -0.41
C  1.72  2.06  -1.71
C  1.81  0.72  -1.66
N  1.73  0.31  -0.34
B  1.98  -1.17  0.02
N  1.12  -2.12  -0.93
C  1.81  -2.97  -1.78
C  0.93  -3.59  -2.58
N  -0.34  -3.12  -2.25
C  -0.22  -2.21  -1.20
S  -1.48  -1.43  -0.39
C  -1.59  -3.59  -2.89
C  -2.45  -4.33  -1.87
C  -1.26  -4.56  -4.03
C  -2.36  -2.41  -3.50
N  1.92  -1.61  1.51
C  2.97  -2.40  1.94
C  2.77  -2.73  3.22
N  1.56  -2.14  3.61
C  1.05  -1.41  2.55
S  -0.31  -0.43  2.62
C  1.12  -2.28  5.03
C  -0.33  -1.87  5.28
C  2.04  -1.42  5.89
C  1.23  -3.76  5.43
C  1.70  1.44  0.48
S  2.48  1.56  2.01
H  0.66  5.38  1.18
H  1.63  4.21  2.12
H  0.14  3.69  1.37
H  1.26  5.87  -0.91
H  0.15  4.58  -1.38
H  1.76  4.69  -2.12
H  3.40  5.34  0.31
H  3.77  4.04  -0.85
H  3.69  3.67  0.88
H  1.64  2.70  -2.58
H  1.89  0.01  -2.46
H  3.12  -1.42  -0.33
H  2.88  -3.06  -1.74
H  1.12  -4.31  -3.36
H  -1.90  -5.18  -1.45
H  -3.36  -4.71  -2.36
H  -2.74  -3.67  -1.06
H  -0.76  -5.46  -3.67
H  -0.64  -4.09  -4.79
H  -2.20  -4.86  -4.50
H  -2.58  -1.66  -2.74
H  -3.29  -2.78  -3.93
H  -1.77  -1.95  -4.30
H  3.79  -2.64  1.29
H  3.39  -3.30  3.88
H  -0.48  -0.81  5.13
H  -0.56  -2.13  6.32
H  -1.02  -2.40  4.62
H  1.96  -0.37  5.59
H  3.08  -1.73  5.79
H  1.75  -1.50  6.94
H  0.65  -4.38  4.74
H  0.83  -3.89  6.43
H  2.26  -4.12  5.44
O  -2.89  1.62  1.57
C  -3.78  1.58  0.47
C  -3.92  2.94  -0.21
C  -2.58  3.57  -0.65
C  -2.01  2.93  -1.88
C  -1.95  3.61  -3.10
C  -1.47  2.96  -4.22
C  -1.07  1.65  -4.11
C  -1.15  1.04  -2.86
N  -1.59  1.66  -1.77
H  -2.00  1.13  1.32
H  -4.76  1.27  0.84
H  -3.45  0.83  -0.26
H  -4.40  3.63  0.48
H  -4.57  2.82  -1.08
H  -1.87  3.43  0.17
H  -2.70  4.64  -0.81
H  -2.30  4.64  -3.15
H  -1.41  3.48  -5.17
H  -0.70  1.09  -4.96
H  -0.87  0.00  -2.72

---

This record from OMol25 describes C30H18BrIrN4O8 as an isolated structure in a non-equilibrium geometry. The level of theory is ωB97M-V/def2-TZVPD.

* Kohn-Sham gap (alpha / beta): 7.273 / 4.842 eV
* net charge: +1
* ⟨S²⟩: 8.768
* multiplicity: 6
* strongest force on any atom: 1.10 eV Å⁻¹

Atoms and positions in Å:
Ir  0.09  -0.51  -0.27
O  -2.98  4.79  3.40
C  -2.20  4.10  4.01
O  -1.67  3.88  5.07
C  -1.52  3.00  2.87
C  -0.52  2.16  3.29
C  -0.01  1.28  2.35
N  -0.48  1.26  1.10
C  -1.47  2.06  0.72
C  -2.04  2.98  1.60
C  -1.96  1.86  -0.67
C  -2.72  2.79  -1.35
C  -3.12  2.50  -2.64
C  -2.76  1.29  -3.22
C  -1.98  0.42  -2.47
N  -1.61  0.69  -1.23
C  1.04  0.28  2.66
C  1.81  0.32  3.81
C  2.76  -0.67  4.02
C  2.91  -1.67  3.08
C  2.12  -1.63  1.94
N  1.21  -0.68  1.74
H  -0.17  2.18  4.31
H  -2.86  3.62  1.31
H  -2.97  3.73  -0.89
H  -3.71  3.21  -3.20
H  -3.05  1.03  -4.22
H  -1.64  -0.53  -2.88
H  1.69  1.12  4.53
H  3.37  -0.65  4.91
H  3.64  -2.46  3.20
H  2.23  -2.37  1.15
O  -1.40  -1.63  1.10
C  -2.04  -2.66  0.84
C  -2.01  -3.42  -0.37
C  -2.92  -4.49  -0.45
C  -2.97  -5.25  -1.58
C  -2.14  -5.00  -2.67
C  -1.24  -3.97  -2.61
C  -1.14  -3.14  -1.46
O  -0.25  -2.20  -1.47
N  -3.94  -6.36  -1.66
O  -4.54  -6.64  -0.64
O  -3.97  -6.99  -2.69
H  -2.71  -3.03  1.63
H  -3.58  -4.72  0.38
H  -2.21  -5.62  -3.55
H  -0.57  -3.76  -3.43
Br  7.05  -1.73  -3.05
C  5.49  -0.73  -3.42
C  5.43  0.05  -4.56
C  4.28  0.78  -4.83
C  3.21  0.74  -3.96
C  3.29  -0.04  -2.81
C  4.43  -0.78  -2.53
C  2.14  -0.09  -1.88
O  1.03  0.42  -2.17
O  2.26  -0.67  -0.75
H  6.27  0.08  -5.24
H  4.24  1.39  -5.73
H  2.30  1.30  -4.16
H  4.48  -1.38  -1.63

---

This record from OMol25 describes C15H30CrF8NO19PS2 as an isolated structure in a non-equilibrium geometry. The level of theory is ωB97M-V/def2-TZVPD.

* Kohn-Sham gap (alpha / beta): 7.256 / 8.548 eV
* net charge: +1
* ⟨S²⟩: 3.768
* multiplicity: 4
* strongest force on any atom: 9.93 eV Å⁻¹

Atoms and positions in Å:
Cr  0.04  0.10  -0.38
P  -1.98  -2.86  -1.64
F  -1.64  -3.51  -0.18
F  -3.32  -2.13  -1.09
F  -1.15  -1.41  -1.34
F  -2.24  -2.19  -3.08
F  -0.59  -3.59  -2.28
F  -2.80  -4.17  -2.15
N  1.28  0.08  -1.86
S  2.76  0.40  -2.37
O  3.17  1.80  -2.33
O  3.52  -0.56  -3.18
F  3.38  -0.06  -0.96
S  0.91  -0.13  -3.58
O  0.79  -1.55  -3.92
O  1.38  0.88  -4.56
F  -0.68  0.25  -3.56
C  2.59  2.99  2.05
O  3.17  1.67  2.05
C  2.51  0.55  1.69
O  1.48  0.52  1.04
O  2.92  -0.65  2.30
C  4.03  -0.69  3.14
H  2.72  3.19  0.99
H  2.98  3.77  2.69
H  1.52  3.03  2.27
H  4.07  -1.70  3.54
H  3.96  -0.06  4.03
H  4.97  -0.51  2.61
C  -0.62  3.82  -3.58
O  -0.43  2.86  -2.56
C  -0.04  3.15  -1.27
O  0.16  2.19  -0.49
O  0.12  4.49  -1.05
C  0.65  4.90  0.13
H  0.36  4.13  -3.95
H  -1.26  4.66  -3.32
H  -1.07  3.40  -4.48
H  0.10  4.37  0.91
H  0.38  5.95  0.20
H  1.73  4.88  0.22
C  2.72  -3.73  -1.92
O  2.67  -4.00  -0.51
C  1.94  -3.25  0.30
O  1.44  -2.12  0.06
O  1.77  -3.79  1.54
C  2.47  -4.90  1.98
H  3.18  -2.77  -2.13
H  1.76  -3.84  -2.41
H  3.40  -4.42  -2.42
H  3.16  -5.33  1.26
H  1.86  -5.81  2.00
H  3.02  -4.55  2.85
C  -0.03  -2.01  3.35
O  -1.35  -1.51  3.30
C  -1.75  -0.84  2.23
O  -1.10  -0.57  1.22
O  -2.99  -0.29  2.40
C  -3.65  -0.20  3.73
H  0.56  -1.36  3.99
H  0.47  -1.95  2.38
H  0.03  -2.97  3.87
H  -4.10  -1.14  4.04
H  -4.48  0.51  3.65
H  -2.91  0.16  4.45
C  -4.77  2.46  0.98
O  -3.42  2.04  0.56
C  -3.09  1.38  -0.60
O  -1.95  0.90  -0.81
O  -4.10  1.33  -1.48
C  -3.82  0.72  -2.69
H  -5.44  1.62  0.81
H  -5.19  3.27  0.38
H  -4.88  2.84  2.00
H  -4.80  0.57  -3.16
H  -3.23  -0.19  -2.68
H  -3.30  1.50  -3.25

---

This record from OMol25 describes C28H40BN8OZr as an isolated structure. The level of theory is ωB97M-V/def2-TZVPD.

* Kohn-Sham gap (alpha / beta): 7.857 / 6.057 eV
* net charge: +4
* ⟨S²⟩: 0.759
* multiplicity: 2
* strongest force on any atom: 0.46 eV Å⁻¹

Atoms and positions in Å:
Zr  -0.11  -0.07  -0.37
C  0.13  -0.24  -4.40
C  0.22  -0.96  -3.08
C  1.47  -1.16  -2.45
C  2.72  -0.65  -3.13
C  1.57  -2.02  -1.33
C  2.90  -2.51  -0.83
C  0.40  -2.65  -0.82
C  0.56  -3.61  0.34
C  -0.83  -2.50  -1.48
C  -1.99  -3.43  -1.21
C  -0.93  -1.64  -2.61
C  -2.20  -1.66  -3.41
H  0.12  -1.00  -5.19
H  0.97  0.41  -4.61
H  -0.79  0.33  -4.52
H  2.99  -1.36  -3.92
H  3.58  -0.58  -2.47
H  2.60  0.32  -3.61
H  3.00  -3.55  -1.14
H  2.97  -2.50  0.26
H  3.75  -1.98  -1.23
H  0.98  -4.55  -0.02
H  -0.38  -3.84  0.83
H  1.25  -3.22  1.09
H  -2.03  -4.14  -2.05
H  -2.96  -2.94  -1.20
H  -1.88  -4.02  -0.31
H  -3.10  -1.67  -2.80
H  -2.21  -2.58  -4.00
H  -2.28  -0.85  -4.13
C  -0.56  3.82  1.80
C  -0.79  2.98  0.73
N  -0.47  1.71  1.03
N  -0.06  1.72  2.34
C  -0.08  2.99  2.79
B  0.50  0.42  2.94
N  1.82  0.15  2.18
C  3.11  0.26  2.55
C  3.91  0.32  1.42
C  3.03  0.24  0.36
N  1.75  0.13  0.81
N  -0.52  -0.72  2.66
C  -1.19  -1.46  3.55
C  -2.18  -2.18  2.91
C  -2.04  -1.84  1.58
N  -1.03  -0.96  1.42
N  0.72  0.50  4.48
C  0.09  1.15  5.41
C  0.62  0.71  6.69
C  1.59  -0.28  6.32
N  1.65  -0.43  5.04
H  -0.72  4.88  1.86
H  -1.17  3.25  -0.23
H  0.26  3.25  3.78
H  3.40  0.28  3.58
H  4.98  0.40  1.38
H  3.25  0.27  -0.69
H  -0.94  -1.45  4.60
H  -2.89  -2.86  3.35
H  -2.63  -2.17  0.75
H  -0.71  1.86  5.22
H  0.35  1.05  7.68
H  2.22  -0.86  6.98
C  -3.00  0.61  -0.94
C  -2.35  1.49  -1.98
O  -0.91  1.45  -1.74
C  -0.14  2.45  -2.50
C  1.27  2.49  -1.97
H  -4.08  0.53  -1.11
H  -2.87  1.01  0.07
H  -2.63  -0.43  -0.99
H  -2.68  2.52  -1.90
H  -2.54  1.15  -3.00
H  -0.64  3.41  -2.39
H  -0.18  2.18  -3.55
H  1.30  2.88  -0.95
H  1.88  3.15  -2.58
H  1.74  1.50  -2.01